Model w:
{"formula": "C4H15N2O", "method": "the ωB97M-V functional and the def2-TZVPD basis", "symbols": ["O", "N", "N", "C", "C", "C", "C", "H", "H", "H", "H", "H", "H", "H", "H", "H", "H", "H", "H", "H", "H", "H"], "positions_angstrom": [[2.98, 1.21, 1.32], [1.49, -1.52, -0.07], [-1.28, 1.06, 0.46], [-0.19, 0.13, 0.88], [0.58, -0.15, -1.66], [0.25, -0.82, -0.30], [-2.89, 0.15, 0.27], [1.44, -2.33, 0.58], [-0.46, -0.63, 1.65], [1.49, 0.49, -1.62], [0.73, -0.93, -2.46], [-0.55, -1.52, -0.21], [-0.45, 0.29, -1.88], [3.76, 1.49, 1.82], [-1.05, 0.76, -2.42], [2.23, -0.92, 0.27], [0.72, 0.60, 1.33], [-3.47, 1.04, 0.69], [-1.92, 0.50, -0.43], [2.52, 2.04, 1.11], [-3.22, -0.45, -0.55], [-2.73, -0.49, 1.20]], "total_charge": 1, "orbital_gap_ev": 5.2773}



Model x:
{"formula": "C4H15N2O", "method": "the ωB97M-V functional and the def2-TZVPD basis", "symbols": ["O", "N", "N", "C", "C", "C", "C", "H", "H", "H", "H", "H", "H", "H", "H", "H", "H", "H", "H", "H", "H", "H"], "positions_angstrom": [[1.75, -1.93, -1.95], [-0.19, 1.01, -0.12], [-1.65, -0.07, 2.06], [-0.01, 1.43, -1.52], [1.06, 1.24, 0.66], [-0.64, -0.43, -0.08], [-0.73, -0.95, 1.33], [0.76, 2.18, -1.64], [-0.93, 1.77, -1.96], [-1.07, -1.99, 1.29], [-1.61, -0.43, -0.59], [0.36, 0.60, -2.12], [-2.58, -0.24, 1.70], [-0.94, 1.51, 0.37], [1.39, 2.27, 0.57], [-1.71, -0.28, 3.05], [2.64, -2.28, -2.08], [0.02, -1.07, -0.65], [1.39, -1.88, -2.85], [0.86, 1.04, 1.70], [1.83, 0.59, 0.24], [0.25, -0.96, 1.82]], "total_charge": 1, "orbital_gap_ev": 11.2214}



Which one is most stable, and which one is least stable? model x is the most stable of them, while model w is the least stable.



Model w:
{"formula": "C5H8NO2", "method": "the ωB97M-V functional and the def2-TZVPD basis", "symbols": ["O", "O", "N", "C", "C", "C", "C", "C", "H", "H", "H", "H", "H", "H", "H", "H"], "positions_angstrom": [[-1.73, -1.07, 2.12], [-2.05, -1.40, -0.16], [1.84, 1.98, -1.00], [0.27, 0.31, -0.07], [0.15, -1.03, 0.60], [1.74, 0.72, -0.34], [1.27, 2.11, -2.18], [-1.35, -1.19, 0.96], [2.20, -0.09, -0.98], [0.41, -1.85, -0.07], [-1.93, -0.31, 0.29], [1.85, 1.52, -2.96], [-0.23, 0.30, -1.04], [2.26, 0.70, 0.60], [0.74, -1.09, 1.53], [-0.18, 1.13, 0.53]], "total_charge": -1, "orbital_gap_ev": 3.9645}



Model x:
{"formula": "C5H8NO2", "method": "the ωB97M-V functional and the def2-TZVPD basis", "symbols": ["O", "O", "N", "C", "C", "C", "C", "C", "H", "H", "H", "H", "H", "H", "H", "H"], "positions_angstrom": [[-0.62, -0.95, 1.18], [-1.07, 1.14, 0.48], [2.17, -0.33, -1.23], [0.48, 0.33, -2.82], [1.81, -1.39, -0.65], [-1.09, 0.21, 1.31], [1.14, 0.52, -1.69], [-1.76, 0.51, 2.67], [0.71, -0.52, -3.46], [-2.03, 1.57, 2.71], [-1.05, 0.34, 3.48], [0.76, -1.62, -0.44], [-2.63, -0.11, 2.86], [-0.29, 1.04, -3.10], [2.57, -2.08, -0.30], [0.88, 1.34, -1.03]], "total_charge": -1, "orbital_gap_ev": 8.4499}



Which one is most stable, and which one is least stable? model x is the most stable of them, while model w is the least stable.



Model w:
{"formula": "C6H9N", "method": "the ωB97M-V functional and the def2-TZVPD basis", "symbols": ["N", "C", "C", "C", "C", "C", "C", "H", "H", "H", "H", "H", "H", "H", "H", "H"], "positions_angstrom": [[0.95, -0.04, -0.57], [-0.50, 0.07, -0.87], [-1.11, -1.33, -0.53], [-0.85, 0.48, 0.60], [1.51, 1.31, -0.33], [0.64, -0.42, 0.77], [-0.71, -0.99, 0.88], [-1.79, 1.01, 0.85], [2.51, 1.19, 0.11], [-0.75, 0.57, -1.81], [-0.96, -1.37, 1.86], [-0.67, -2.23, -0.97], [-2.20, -1.32, -0.59], [1.53, -0.66, 1.38], [1.55, 1.94, -1.21], [0.85, 1.77, 0.42]], "orbital_gap_ev": 9.2260}



Model x:
{"formula": "C6H9N", "method": "the ωB97M-V functional and the def2-TZVPD basis", "symbols": ["N", "C", "C", "C", "C", "C", "C", "H", "H", "H", "H", "H", "H", "H", "H", "H"], "positions_angstrom": [[-0.26, 2.28, -1.66], [0.15, -3.03, 1.63], [0.26, -1.63, 1.20], [0.14, 0.96, -1.12], [0.44, 0.90, 0.37], [0.34, -0.48, 0.85], [-1.20, 0.98, -1.76], [0.00, -3.10, 2.71], [0.94, 0.52, -1.72], [-0.70, -3.52, 1.13], [-1.89, 1.24, -0.94], [1.06, -3.59, 1.37], [0.20, 2.62, -2.50], [-0.61, 3.01, -1.05], [1.44, 1.30, 0.58], [-0.29, 1.53, 0.91]], "orbital_gap_ev": 8.2643}



Model y:
{"formula": "C6H9N", "method": "the ωB97M-V functional and the def2-TZVPD basis", "symbols": ["N", "C", "C", "C", "C", "C", "C", "H", "H", "H", "H", "H", "H", "H", "H", "H"], "positions_angstrom": [[0.38, 1.19, -1.34], [-1.59, -1.62, 0.09], [-0.35, 0.53, 0.56], [0.87, 0.56, -0.33], [-0.93, 1.31, -0.64], [2.25, 0.02, -0.16], [-0.88, -0.84, 0.90], [-1.87, -1.31, -0.91], [-0.25, 1.14, 1.47], [2.79, 0.07, -1.11], [-1.75, 0.84, -1.18], [-0.60, -1.21, 1.89], [-1.19, 2.35, -0.44], [2.21, -1.02, 0.19], [2.80, 0.60, 0.59], [-1.90, -2.61, 0.40]], "orbital_gap_ev": 10.5313}



Which one is most stable, and which one is least stable? model y is the most stable of them, while model x is the least stable.



Model w:
{"formula": "C4H10N2S", "method": "the ωB97M-V functional and the def2-TZVPD basis", "symbols": ["S", "N", "N", "C", "C", "C", "C", "H", "H", "H", "H", "H", "H", "H", "H", "H", "H"], "positions_angstrom": [[-0.68, 1.72, 0.01], [1.18, -0.26, -0.26], [-1.06, -0.98, -0.03], [2.25, 0.74, 0.15], [-2.56, -0.92, 0.05], [1.67, -1.62, 0.09], [-0.20, -0.04, -0.16], [2.93, 0.28, -0.59], [0.80, -1.92, 0.75], [1.90, -2.14, -1.04], [2.01, 1.73, -0.35], [-3.10, 0.23, -0.30], [2.53, 0.65, 1.35], [-2.86, -1.96, -0.60], [-0.78, -2.18, 0.09], [-3.02, -0.98, 1.32], [2.67, -1.59, 0.54]], "orbital_gap_ev": 7.9555}



Model x:
{"formula": "C4H10N2S", "method": "the ωB97M-V functional and the def2-TZVPD basis", "symbols": ["S", "N", "N", "C", "C", "C", "C", "H", "H", "H", "H", "H", "H", "H", "H", "H", "H"], "positions_angstrom": [[-2.69, 0.13, -0.16], [0.18, 1.66, -0.78], [1.60, -0.79, -0.66], [-1.22, -0.79, -0.64], [0.14, 1.01, 0.52], [1.17, -0.11, 0.64], [-0.44, -0.30, 0.70], [-0.90, -0.27, 1.67], [1.20, 1.35, -1.29], [0.12, 1.70, 1.51], [2.49, -0.52, -0.86], [-1.46, -1.93, -0.52], [1.46, -1.83, -0.45], [0.08, 2.88, -0.43], [-2.86, -0.79, 0.98], [1.80, -0.70, 1.46], [-0.67, -0.69, -1.68]], "orbital_gap_ev": 8.7984}



Which one is most stable, and which one is least stable? model w is the most stable of them, while model x is the least stable.



Model w:
{"formula": "C4H10N2S", "method": "the ωB97M-V functional and the def2-TZVPD basis", "symbols": ["S", "N", "N", "C", "C", "C", "C", "H", "H", "H", "H", "H", "H", "H", "H", "H", "H"], "positions_angstrom": [[0.87, -1.26, -0.40], [-0.03, 1.87, -0.38], [-2.27, -0.10, -0.65], [-1.69, -0.39, 0.66], [1.87, 0.23, -0.01], [0.64, 0.97, 0.56], [-0.17, -0.33, 0.81], [0.84, 1.55, 1.47], [-1.86, -0.66, -1.36], [-2.03, -1.39, 0.96], [-2.10, 0.31, 1.38], [-2.10, 0.89, -0.89], [0.52, 2.71, -0.44], [2.62, 0.02, 0.77], [-0.02, 1.45, -1.33], [2.33, 0.69, -0.86], [0.05, -0.72, 1.85]], "orbital_gap_ev": 9.5891}



Model x:
{"formula": "C4H10N2S", "method": "the ωB97M-V functional and the def2-TZVPD basis", "symbols": ["S", "N", "N", "C", "C", "C", "C", "H", "H", "H", "H", "H", "H", "H", "H", "H", "H"], "positions_angstrom": [[3.44, 0.21, -0.03], [-0.45, 0.58, -0.41], [0.78, 0.03, 0.01], [0.83, -1.17, 0.82], [-1.24, 1.03, 0.72], [1.91, 0.65, -0.38], [-1.16, -0.33, -1.28], [-1.48, -1.22, -0.79], [-0.63, 1.72, 1.30], [-1.59, 0.19, 1.37], [-1.99, 0.19, -1.70], [-0.51, -0.59, -2.11], [1.40, -1.98, 0.32], [-0.19, -1.49, 1.04], [1.35, -0.95, 1.79], [1.67, 1.51, -0.99], [-2.14, 1.61, 0.31]], "smiles": "CN(C)N(C)C=S", "orbital_gap_ev": 8.9889}



Which one is most stable, and which one is least stable? model w is the most stable of them, while model x is the least stable.



Model w:
{"formula": "C4H10N2S", "method": "the ωB97M-V functional and the def2-TZVPD basis", "symbols": ["S", "N", "N", "C", "C", "C", "C", "H", "H", "H", "H", "H", "H", "H", "H", "H", "H"], "positions_angstrom": [[2.46, -1.20, -0.20], [0.85, -0.71, -0.33], [-1.39, -1.34, 0.48], [0.64, 0.71, -0.73], [0.71, 1.52, 0.58], [-0.11, -1.38, 0.42], [-2.23, -0.63, -0.44], [-0.28, 0.86, -1.23], [1.75, 1.52, 1.01], [0.04, 1.11, 1.37], [-3.12, -1.29, -0.64], [0.49, 2.55, 0.40], [-2.48, 0.38, 0.00], [2.74, -0.54, 1.03], [0.30, -2.05, 1.20], [1.33, 0.98, -1.54], [-1.71, -0.48, -1.40]], "smiles": "CCN(S)/C=N\\C", "orbital_gap_ev": 9.6390}



Model x:
{"formula": "C4H10N2S", "method": "the ωB97M-V functional and the def2-TZVPD basis", "symbols": ["S", "N", "N", "C", "C", "C", "C", "H", "H", "H", "H", "H", "H", "H", "H", "H", "H"], "positions_angstrom": [[-1.58, -0.81, -0.82], [1.29, 0.05, 0.06], [1.90, 0.08, -1.12], [-0.61, -1.38, 0.62], [-1.17, 1.73, 0.58], [0.95, -1.26, 0.50], [-1.14, 0.89, -0.67], [-0.62, 2.58, 0.16], [2.25, 0.93, -1.62], [-0.80, 1.43, -1.68], [1.25, -1.93, -0.19], [-0.60, 1.25, 1.32], [-0.98, -2.45, 0.82], [1.73, -0.66, -1.69], [1.35, -1.40, 1.49], [-0.96, -0.86, 1.47], [-2.27, 1.83, 0.77]], "orbital_gap_ev": [7.8220, 8.0984]}



Which one is most stable, and which one is least stable? model w is the most stable of them, while model x is the least stable.



Model w:
{"formula": "CH2N3O2", "method": "the ωB97M-V functional and the def2-TZVPD basis", "symbols": ["O", "O", "N", "N", "N", "C", "H", "H"], "positions_angstrom": [[2.79, 0.14, 0.25], [-2.79, 0.10, 0.42], [1.84, -0.14, -0.36], [0.63, 0.00, 0.23], [-0.57, -0.16, -0.40], [-1.70, 0.08, 0.11], [0.51, 0.39, 1.15], [-0.72, -0.41, -1.40]], "smiles": "O=C=[NH+]NN=O", "total_charge": 1, "orbital_gap_ev": 8.2266}



Model x:
{"formula": "CH2N3O2", "method": "the ωB97M-V functional and the def2-TZVPD basis", "symbols": ["O", "O", "N", "N", "N", "C", "H", "H"], "positions_angstrom": [[-2.83, 0.15, 0.42], [2.84, 0.13, 0.14], [1.81, -0.11, -0.33], [-0.61, -0.25, -0.41], [0.61, 0.14, 0.30], [-1.79, 0.05, -0.04], [-0.50, -0.59, -1.42], [0.48, 0.48, 1.34]], "smiles": "O=C=[NH+]NN=O", "total_charge": 1, "orbital_gap_ev": 8.0870}



Which one is most stable, and which one is least stable? model w is the most stable of them, while model x is the least stable.



Model w:
{"formula": "C3H5NOS", "method": "the ωB97M-V functional and the def2-TZVPD basis", "symbols": ["S", "O", "N", "C", "C", "C", "H", "H", "H", "H", "H"], "positions_angstrom": [[0.86, 0.51, -0.86], [-0.52, 1.84, 2.29], [-0.10, -0.90, -0.92], [1.01, 0.50, 0.96], [-0.74, -1.12, -1.96], [-0.29, 0.86, 1.64], [1.21, -0.58, 1.15], [-1.10, 0.18, 1.45], [-1.33, -2.01, -2.07], [-0.78, -0.49, -2.91], [1.78, 1.19, 1.24]], "smiles": "C=NSCC=O", "orbital_gap_ev": 9.6900}



Model x:
{"formula": "C3H5NOS", "method": "the ωB97M-V functional and the def2-TZVPD basis", "symbols": ["S", "O", "N", "C", "C", "C", "H", "H", "H", "H", "H"], "positions_angstrom": [[-2.31, -0.30, -0.02], [0.16, 0.62, -0.02], [0.58, -0.72, -0.06], [1.85, -0.75, 0.08], [2.85, 0.37, -0.04], [-1.14, 0.82, 0.07], [3.45, 0.45, 0.88], [2.24, -1.72, 0.25], [-1.32, 1.95, 0.14], [2.36, 1.34, -0.24], [3.62, 0.15, -0.79]], "smiles": "C/C=N\\OC=S", "orbital_gap_ev": 8.9999}



Model y:
{"formula": "C3H5NOS", "method": "the ωB97M-V functional and the def2-TZVPD basis", "symbols": ["S", "O", "N", "C", "C", "C", "H", "H", "H", "H", "H"], "positions_angstrom": [[0.35, 1.24, -0.08], [1.09, -1.23, -0.17], [-0.31, -1.26, 0.04], [1.66, -0.03, 0.19], [-0.81, -0.10, -0.03], [-2.27, -0.04, 0.07], [2.52, -0.05, -0.51], [-2.74, -1.07, -0.24], [1.96, -0.02, 1.30], [-2.72, 0.60, -0.64], [-2.68, 0.35, 1.01]], "smiles": "CC1=NOCS1", "orbital_gap_ev": 9.6027}



Model z:
{"formula": "C3H5NOS", "method": "the ωB97M-V functional and the def2-TZVPD basis", "symbols": ["S", "O", "N", "C", "C", "C", "H", "H", "H", "H", "H"], "positions_angstrom": [[1.16, -1.80, 1.62], [-0.40, 2.34, -0.74], [0.55, 0.49, 0.34], [-1.16, 0.12, -1.18], [0.15, -0.55, 0.98], [-0.44, 1.14, -0.62], [1.51, 0.79, 0.32], [2.33, -1.25, 1.25], [-0.88, -0.91, -1.12], [-0.91, -0.74, 1.09], [-1.90, 0.37, -1.92]], "orbital_gap_ev": [6.8661, 6.8673]}



Which one is most stable, and which one is least stable? model w is the most stable of them, while model x is the least stable.